# 1
Computed, not measured: a 10-piece molecular cluster, C20H60O16 overall in a non-equilibrium geometry, with the ωB97M-V functional and the def2-TZVPD basis.

Geometry as XYZ:
```
96
C20H60O16 | the Open Molecules 2025 dataset | the ωB97M-V functional and the def2-TZVPD basis
O -12.9063 31.3022 26.3436
H -10.1099 28.4542 30.8188
O -5.9000 31.2491 25.1472
H -9.7296 30.2155 28.0492
H -10.7150 26.0847 29.8816
C -12.4568 32.6132 26.7345
H -14.5373 24.3009 24.0807
O -9.3580 28.7694 25.0731
H -11.3765 32.7006 26.8927
H -12.7154 29.0871 30.5265
C -7.2621 31.2991 25.6530
C -15.2082 25.6257 28.3094
C -9.0528 28.2295 30.9884
O -13.8765 26.1442 28.4229
C -13.8057 29.0952 30.3666
C -10.7215 28.7405 26.9877
H -15.2024 24.5480 28.4854
H -13.5301 30.1821 28.8910
H -9.0259 29.5716 25.4977
H -10.8759 27.5081 25.2355
H -12.2604 24.2239 23.1478
H -8.0635 27.4082 26.8359
C -6.1590 27.7843 27.0635
C -8.1742 29.4291 30.6224
C -9.8495 27.7180 22.0868
H -11.4940 24.5527 31.8181
H -15.5498 25.7764 27.2825
H -4.7220 27.3794 25.5987
C -10.7205 28.5612 25.4799
O -7.6357 33.5747 24.9664
H -11.4144 24.8590 28.8480
C -16.1163 26.2809 29.3418
H -11.3982 29.2091 24.9241
H -14.9952 25.9501 21.8416
H -12.4543 30.6754 26.9189
C -5.8074 27.5500 25.6103
H -8.7798 29.4923 22.2811
H -11.7244 28.5995 27.4311
C -12.9699 25.0159 22.8828
H -14.0095 32.0734 31.3837
H -7.8505 30.8786 24.8330
O -8.3559 29.7589 29.2667
C -10.9831 25.0255 29.8412
H -7.2770 30.5882 26.4827
O -9.7724 24.3198 30.0797
O -13.9848 31.4191 30.6828
H -9.1985 29.1166 20.5509
O -13.0681 25.5741 31.0125
O -12.8096 25.4945 21.5407
H -14.6755 23.8949 22.3143
H -5.8253 30.5790 24.4668
O -7.5501 28.1403 27.1997
H -12.4470 23.7055 30.4491
H -15.7008 26.2297 30.3478
H -12.7713 33.6692 24.8556
H -5.5948 28.6098 27.4947
H -13.8775 27.0096 27.9963
H -10.2157 27.9611 27.5704
O -10.3423 30.0568 27.3163
C -12.0291 24.6266 30.8745
H -8.8463 27.4858 30.2135
H -17.0727 25.7516 29.4161
H -12.6420 25.8575 23.5106
H -6.1687 26.6035 25.2089
H -14.0878 28.0741 30.6340
H -9.7196 23.4937 29.5947
H -7.1133 29.1913 30.7714
O -7.5140 28.2351 21.4269
H -9.3360 26.6711 20.5433
H -7.2927 33.0925 24.2097
H -13.4406 25.8511 30.1513
H -9.5363 27.4706 23.0973
O -10.0109 26.5588 21.2176
C -14.4184 24.6507 23.0592
C -8.8466 28.7279 21.5068
H -12.0368 26.0678 21.4942
C -7.6469 32.6724 26.0797
H -16.3590 27.3183 29.1054
C -13.1401 33.6316 25.8841
H -6.0258 28.4320 25.0198
H -14.2994 30.0371 32.2182
H -8.1063 29.0522 28.6371
H -12.7733 32.7224 27.7861
H -7.3583 27.7706 20.5993
H -8.6303 32.6752 26.5598
O -13.9819 29.3235 28.9523
H -5.9581 26.8896 27.6604
C -14.5125 30.1878 31.1584
H -10.8506 28.1549 22.0052
H -12.8747 34.5922 26.3407
H -8.9263 27.8663 32.0049
H -8.3697 30.2786 31.2763
H -15.5784 30.0957 30.9465
H -6.9973 33.1021 26.8493
H -14.2182 33.5345 25.7869
O -15.2822 25.7518 22.7448
```

Values from the calculation:
orbital gap: 9.9 eV
SMILES: OCCO.OCCO.OCCO.OCCO.OCCO.OCCO.CCO.CCO.CCO.CCO
energy relative to the best compared isomer or geometry (same formula, charge and spin): 37.27 kcal/mol
DFT total energy: -54468.2244 eV

Mulliken atomic charge list, values in e, 6 entries:
1 O -0.51
2 H -0.29
3 O -0.61
4 H 0.34
5 H -0.10
6 C 0.53



# 2
Computed, not measured: an isolated ion of composition CH3ClN3O and charge +1 in a non-equilibrium geometry, with the ωB97M-V functional and the def2-TZVPD basis.

Geometry as XYZ:
```
9
CH3ClN3O | the Open Molecules 2025 dataset | the ωB97M-V functional and the def2-TZVPD basis
H -2.3242 -2.0688 -0.5269
Cl -3.5686 0.5122 0.0856
H 0.3857 0.5816 1.2107
H 1.5381 2.4312 0.2974
N -1.8142 -0.2458 -0.0331
C 0.1172 1.0707 0.3513
O 0.8148 1.9400 -0.2053
N -1.5214 -1.3797 -0.2035
N -1.0095 0.7186 -0.1397
```

Values from the calculation:
orbital gap: 9.9 eV
SMILES: [H]/N=[N+](Cl)/N=C/O
energy relative to the best compared isomer or geometry (same formula, charge and spin): 9.34 kcal/mol
total charge: +1
DFT total energy: -20113.4876 eV

natural (NBO) atomic charge list, values in e, 6 entries:
1 H 0.42
2 Cl 0.16
3 H 0.18
4 H 0.56
5 N 0.24
6 C 0.53



# 3
Computed, not measured: C19H25N7O9P2W as an isolated structure, with the ωB97M-V functional and the def2-TZVPD basis.

Geometry as XYZ:
```
63
C19H25N7O9P2W | the Open Molecules 2025 dataset | the ωB97M-V functional and the def2-TZVPD basis
O -1.2269 4.7736 -4.8287
C -1.5886 2.8273 -3.5675
C 4.2874 1.5672 0.7569
C -2.4637 2.1401 -2.7407
O 0.2757 -2.1050 0.6109
H 2.4004 -4.8777 -1.4346
N 0.6305 2.0284 0.5799
C -0.2238 2.6045 -3.4179
C 1.9139 2.4262 0.7162
C -0.1133 4.2499 1.0163
N -0.2591 -4.6927 -2.2211
N -0.9153 -0.2944 2.8801
P 0.1299 -3.5712 0.1928
C 2.0836 -3.9529 -1.9181
H 4.6719 2.5578 0.9459
N -3.2299 3.7492 -5.1216
H 0.9153 0.5029 2.8430
C 1.2019 4.6733 1.1259
H -2.0700 -1.9515 -2.4058
H 2.8257 -1.8837 0.1286
H 0.1883 -5.6108 -2.2090
N 2.4420 0.1202 0.3546
H 3.2525 4.0622 1.0793
W 0.2570 -0.0650 0.0714
P 0.1269 -2.0473 -2.3825
C -2.0029 3.8800 -4.5761
N -0.6399 1.0878 -1.6276
H -3.5346 2.2832 -2.7966
C -0.3595 2.9207 0.7408
C 0.6300 -3.6335 -1.5935
H 1.4321 5.7102 1.3297
H 1.2607 1.4990 -2.3360
C 2.9286 1.3553 0.5985
C 3.2830 -0.9202 0.2957
C -1.9560 1.2878 -1.7751
H 6.2212 0.6436 0.7974
C 2.2244 3.7484 0.9818
H 5.2895 -1.6441 0.4021
O 0.9769 -0.9838 -1.6542
O 0.1608 -2.2216 -3.8374
H -1.3641 2.5334 0.6460
H -1.1164 -4.7507 -1.6402
O -1.5857 0.1532 0.7592
H -2.5997 0.7622 -1.0846
H 1.0273 -5.1243 1.4023
O 1.3031 -4.2899 0.9999
H 2.7344 -3.1531 -1.5725
O -1.1649 -4.2704 0.2618
C 4.6462 -0.7777 0.4540
N 0.3962 -0.2332 2.3703
H -3.4943 4.4164 -5.8298
H -0.4615 -4.4444 -3.1972
H -1.0561 -0.7735 3.7566
H -0.9403 4.9341 1.1396
H 0.8730 -1.1236 2.5064
C 5.1572 0.4913 0.6768
O -1.3422 -1.8036 -1.7874
O -3.0902 -0.5427 2.2823
C -1.9748 -0.2647 1.9738
H 2.2219 -4.0335 -2.9976
C 0.2086 1.7209 -2.4597
H 0.4759 3.1360 -4.0475
H -3.7652 2.9020 -5.0531
```

Values from the calculation:
<S²>: 2.010
spin multiplicity: 3
orbital gap (spin up / spin down): 7.2 / 7.8 eV
energy relative to the best compared isomer or geometry (same formula, charge and spin): 12.64 kcal/mol
total charge: +2
DFT total energy: -69366.3179 eV

natural (NBO) atomic charge list, values in e, 6 entries:
1 O -0.56
2 C -0.03
3 C -0.15
4 C -0.23
5 O -1.15
6 H 0.24



# 4
Computed, not measured: a 9-piece molecular cluster, C69H149N7O9 overall in a non-equilibrium geometry, with the ωB97M-V functional and the def2-TZVPD basis.

Geometry as XYZ:
```
234
C69H149N7O9 | the Open Molecules 2025 dataset | the ωB97M-V functional and the def2-TZVPD basis
H -3.9098 -4.6743 25.0796
C -1.3470 -0.0092 31.1601
H -3.5863 -3.3267 30.6967
C -11.8177 -2.6021 20.1655
H -7.0890 -2.3225 19.7812
C -12.9508 0.2646 26.3114
H -11.6157 2.4295 24.8700
H -15.0895 1.7464 22.3536
H -5.6190 -8.4162 23.6095
H -5.4268 -0.9634 31.8037
H -11.7457 -2.6139 19.0780
H -5.3826 -2.9001 26.5092
C -13.6875 2.0361 24.0677
C -14.4294 0.3621 25.8845
H -2.0715 -2.7307 31.3674
O -9.2389 -2.0528 28.0590
H -14.7744 3.8566 23.4480
C -10.0468 -0.8911 20.6032
C -9.2629 -2.6785 23.1180
H -3.4201 -9.9849 27.1276
C -9.0620 6.0941 23.7997
H -3.2888 -2.9658 28.8123
H -2.0759 -1.2553 26.6696
C -5.6212 -8.8502 26.2868
C -4.4254 -8.0042 26.8689
H -6.7838 -3.5053 28.2903
N -4.3090 1.7819 22.5430
H -10.2076 5.2849 21.7375
H -1.7060 3.0523 21.4520
H -11.1079 5.3440 24.0073
H -0.8107 0.8646 21.0086
C -8.4129 2.3745 22.7155
H -7.0276 -5.5933 21.0756
H -16.3022 0.6946 27.0201
H -15.2436 -0.5060 27.6966
H -3.3056 0.8190 31.4486
C -8.5080 -3.7587 22.5246
H -5.9797 2.5279 26.1657
H -10.0612 -0.7320 19.5250
H -5.2577 -0.6843 23.0812
H -6.5136 7.6097 24.1057
H -5.2502 -5.3469 25.8833
H -6.1397 4.5275 24.8805
H -9.0752 6.6618 24.7301
C -4.4652 -6.8037 24.5728
H -8.9914 -0.7623 20.8436
H -7.1198 5.6813 25.6797
H -7.5806 3.2330 20.2136
H -0.1376 0.4505 29.5308
H -15.1139 -1.6992 25.7823
H -10.0708 -5.6453 29.8183
H -8.3270 -5.9656 30.1814
C -0.6419 -2.0074 28.6093
H -7.7872 1.7838 22.0464
H -1.0741 0.1197 26.9632
C -8.8393 -1.4586 30.9814
H -7.4933 -3.6144 22.8955
H -11.9047 -2.1517 29.5109
H -7.2746 -0.1558 24.6577
H -8.3216 -1.7730 28.1035
C -9.9898 4.4499 22.4033
H -2.0607 2.1323 25.1843
H -5.7056 6.7051 22.9314
H -8.7501 -5.7579 20.5180
C -8.5523 3.7891 22.1150
C -4.7750 -5.3133 24.9030
H -6.9506 -3.3800 30.0092
H -7.9713 -2.0251 31.3186
H -13.0662 3.8711 23.0073
C -2.7933 1.6366 24.5473
C -11.9310 0.4341 25.2328
C -7.5766 -0.2914 25.6962
C -13.7720 3.6041 23.7938
C -6.1617 -2.4033 25.9309
H -7.5741 4.1549 27.5572
H -7.0835 -2.9582 26.1053
N -14.5307 1.6645 25.2206
O -15.8835 2.0291 25.0091
H 0.3354 -1.6355 28.3017
C -1.8319 2.3010 22.2317
H -4.0000 -9.2211 28.7067
H -5.8365 -2.5370 24.8992
H -9.3641 1.8523 22.8197
H -6.0660 -2.9663 21.0564
H -12.0760 -3.6473 20.3358
H -10.0560 4.1873 24.5434
H -9.1239 -4.3312 26.7425
C -14.8752 -0.8622 25.1261
H -6.5428 -6.8945 23.7397
O -6.6173 -0.9973 27.8620
C -1.9577 -0.3996 27.3344
C -7.1449 4.9488 24.8729
H -11.1632 -1.7169 22.8404
C -5.3034 0.6039 20.5877
H -9.2322 2.7845 20.2279
H -0.8494 -2.8740 27.9815
H -4.9972 1.3556 27.0871
H -8.4777 -0.9042 25.7223
C -6.4006 -0.9622 26.4220
H -7.0724 7.5642 22.4497
H -5.7727 -6.5028 27.5198
H -14.0933 0.2486 22.7816
H -4.1180 -6.1694 28.0936
C -6.7442 4.1294 28.2634
C -4.3126 -0.7326 22.5404
H -11.6677 1.4404 23.4155
H -3.6005 4.4730 22.6425
C -7.6002 5.6461 23.5413
H -3.0729 -0.2954 32.5857
H -5.3543 -0.3327 20.0323
H -8.8596 -4.7353 22.8573
H -6.0204 4.6143 21.1960
H -5.2274 -0.0276 30.2847
H -6.6706 -4.9728 29.2747
H -12.7112 1.0002 27.0793
C -10.5821 -2.5317 22.4084
O -5.4542 1.8792 23.3273
H -5.5669 -0.3379 26.1004
H -3.4601 -2.7607 32.3125
H -5.8053 2.7096 22.9977
H -5.8107 -1.2717 28.3044
H -14.1401 -1.2370 24.4140
H -3.5345 -0.8102 23.2999
H -3.2161 -7.9366 23.0604
H -12.6205 -1.9766 20.5558
H -8.2915 -4.2215 31.6843
C -7.8648 -5.1234 20.5595
H -9.9233 -3.9277 18.5533
C -6.5517 -8.0738 25.4306
C -10.1072 4.9716 23.7883
H -4.4361 2.9411 27.0119
C -3.6178 -9.0763 27.6963
O -7.0974 1.7276 28.6096
C -8.5530 3.5599 20.5820
C -4.8555 -6.9492 27.9039
H -6.3383 0.6642 20.9246
O -6.1831 4.2464 22.0677
H -12.7628 -0.6547 26.8662
C -7.1894 -4.0210 29.1607
H -6.9865 -7.2215 25.9526
C -5.7855 -7.5218 24.2099
H -0.9250 2.3856 22.8303
N -9.4645 -3.0135 29.0349
C -3.6316 -6.9551 23.2884
H -7.7854 0.7102 26.0723
H -6.0878 4.9193 27.8984
H -15.6995 -0.7495 24.4219
H -5.3084 2.7723 29.1215
N -3.0949 -1.1961 29.2348
H -13.4983 4.2836 24.6009
H -3.7345 1.4326 25.0577
H -9.2463 -1.0774 31.9179
H -2.3138 0.7093 24.2336
H -6.9845 1.1250 27.8709
H -8.7241 -1.7314 23.1469
H -10.9543 -0.7258 29.2173
H -5.5472 -1.7846 30.2907
C -2.9478 0.4971 20.9085
H -0.6372 0.6492 31.6609
H -11.3346 -3.7476 31.3102
H -1.4393 0.1668 22.4988
C -4.2249 0.5882 21.6662
N -3.7021 -7.5369 25.6475
H -3.0707 1.1142 20.0185
H -7.1948 -1.6687 21.2549
C -1.7731 -0.8820 28.7658
H -7.6590 -5.2197 27.2705
C -6.0717 2.6960 28.3470
H -7.2095 4.4482 29.1961
C -3.1409 -2.5324 31.2956
H -0.4470 -2.4536 29.5846
C -10.4215 -2.3297 20.8326
H -2.8012 -6.2521 23.3540
H -10.2966 -2.9993 32.4394
H -14.9611 1.2896 27.8331
C -5.0228 -0.9707 30.7913
H -0.7764 -0.9104 31.3845
C -2.7965 -0.1402 31.5428
N -9.4661 -3.3093 20.2609
H -11.9631 -0.4495 24.5953
H -11.1593 -3.4248 22.6474
C -11.1534 -1.5006 29.9577
C -8.2620 -3.7208 21.0161
C -12.1875 1.6625 24.3475
C -3.0922 2.3858 23.2114
H -4.2113 -1.5801 21.8626
C -1.2024 0.2663 29.6740
C -5.3693 2.3796 27.0566
H -5.3068 -9.6998 25.6807
H -15.9638 2.7032 25.6880
H -7.3108 -8.7235 24.9951
H -10.7486 3.6684 22.3640
C -9.2863 -4.5737 31.4119
N -7.4709 4.7028 22.4340
C -3.5158 -1.2277 30.6712
H -2.7837 -0.5283 20.5773
H -10.6890 -0.1238 21.0357
H -9.3755 -2.8584 24.1871
H -4.1231 -6.4671 22.4467
H -9.2483 -5.9389 27.4726
H -1.6271 1.2301 29.3932
H -9.4400 6.8151 23.0749
C -14.1677 1.3360 22.7656
H -1.8155 -7.6812 25.7373
O -3.7698 -2.1790 28.5455
H -8.4163 -0.5901 30.4767
H -13.4720 1.6387 21.9829
H -6.2078 -9.3850 27.0337
H -5.0924 1.3498 19.8213
H -2.6608 -8.5711 27.8264
H -7.8817 2.4289 23.6657
C -15.2516 0.4590 27.1898
C -10.2984 -3.4352 31.4403
H -2.4287 4.4049 23.9557
O -2.4098 -6.9629 25.9663
O -9.3009 -3.2654 18.8625
H -7.6481 -4.9773 19.5013
H -10.9324 0.3672 25.6645
H -5.1271 -7.3564 28.8778
H -11.5044 -1.0583 30.8900
C -3.3008 3.9111 23.5271
H -7.7598 4.1015 25.1765
C -1.6735 0.8401 21.6742
H -8.8608 4.4710 20.0689
C -8.7017 -4.9961 27.4960
C -9.0894 -5.2077 30.0011
C -8.6673 -4.2625 28.8793
H -9.4043 -5.3424 32.1757
H -2.8161 0.2171 27.0681
H -5.4630 -4.8740 24.1806
C -7.0846 -2.6609 20.8173
H -4.1423 4.1177 24.1884
C -9.9299 -2.3568 30.3180
C -6.7148 6.9407 23.2691
```

Values from the calculation:
orbital gap: 8.0 eV
SMILES: CC1(C)CCCC(C)(C)N1O.CC1(C)CCCC(C)(C)N1O.CC1(C)CCCC(C)(C)N1O.CC1(C)CCCC(C)(C)N1O.CC1(C)CCCC(C)(C)N1O.CC1(C)CCCC(C)(C)N1O.CC1(C)CCCC(C)(C)N1O.CC(C)O.CC(C)O
energy relative to the best compared isomer or geometry (same formula, charge and spin): 94.11 kcal/mol
DFT total energy: -102815.6555 eV

Mulliken atomic charge list, values in e, 6 entries:
1 H 0.51
2 C -0.97
3 H 0.21
4 C -1.90
5 H 0.54
6 C -1.89